Entry 1:
Density functional theory data (wB97M-V/def2-TZVPD) for C22H33GeLiN3O9SSe as an isolated structure.

Calculated values
- ΔE to the lowest compared entry with this formula, charge and spin (kJ/mol) = 7.65
- net charge = -1
- energy (eV) = -179149.3585
- highest occupied orbital energy (eV) = -4.946
- molecular weight (g/mol) = 674.1
- gap between HOMO and LUMO (eV) = 6.998

The geometry in XYZ format:
```
71
Properties=species:S:1:pos:R:3:forces:R:3
Li 0.2113 -0.3543 0.4276 0.1051 0.3194 0.0815
O 2.6676 -1.2983 3.4690 0.0448 -0.0299 0.0610
C 1.9426 -0.6543 2.7092 -0.1822 0.0847 -0.1057
O 1.2793 -1.1473 1.7354 0.0601 0.1391 -0.0947
C 1.7834 0.8489 2.9754 -0.0259 -0.0509 -0.0578
C 2.5586 1.3627 3.9889 0.0182 0.0516 0.0411
C 2.5425 2.7166 4.3309 -0.2545 -0.0814 0.0786
C 1.7119 3.5980 3.6504 0.0053 -0.0396 0.0868
C 0.9013 3.0899 2.6753 -0.0448 0.1819 0.1239
C 0.8922 1.7185 2.2285 0.2329 0.0117 -0.1575
O 0.2149 1.4032 1.2163 -0.1372 -0.3890 -0.0817
N 0.0254 4.0410 1.9876 0.0913 -0.2762 -0.3769
O 0.5352 5.0514 1.5205 -0.0328 0.0645 0.1719
O -1.1513 3.7628 1.8787 0.0061 0.1035 0.1389
N 3.3891 3.2180 5.3822 0.6854 0.1579 -0.7808
O 4.1700 2.4468 5.9192 -0.2123 -0.0831 0.3023
O 3.3818 4.4241 5.6064 -0.2440 -0.0258 0.2837
H 3.2083 0.6754 4.5124 -0.0126 0.0097 0.0088
H 1.7016 4.6509 3.8908 0.0024 -0.0017 -0.0035
O -0.1350 -0.4808 -1.6703 0.2368 -0.1496 0.1112
C 0.8461 -0.5685 -2.6979 -0.0171 0.1456 -0.0566
C 1.7853 -1.7655 -2.6034 -0.0858 -0.0518 0.0366
C 2.6054 -1.9120 -1.3174 -0.0298 -0.0540 0.1366
C 3.5027 -0.7500 -1.0084 -0.0292 0.0237 -0.0554
C 4.8879 -0.8668 -1.0006 0.0422 0.0182 0.0563
C 5.6539 0.2372 -0.6617 -0.0099 -0.0086 -0.0300
C 5.0157 1.4288 -0.3631 -0.0486 0.0246 0.0151
C 3.6286 1.4594 -0.4195 0.0627 -0.0745 0.0367
N 2.8891 0.4006 -0.7279 -0.0615 0.0917 0.0337
H -0.5613 -1.3399 -1.5364 0.0031 0.0008 0.0621
H 1.4059 0.3635 -2.6386 -0.0208 -0.0543 -0.0117
H 0.3374 -0.5986 -3.6686 0.0381 -0.0246 -0.0614
H 2.4610 -1.7121 -3.4636 -0.0096 0.0145 -0.0279
H 1.1984 -2.6827 -2.7289 -0.0141 -0.0015 -0.0331
H 3.2094 -2.8198 -1.3822 -0.0172 -0.0180 -0.0590
H 1.9455 -2.0463 -0.4572 -0.0497 0.0313 0.0426
H 5.3522 -1.8177 -1.2290 -0.0041 -0.0007 0.0009
H 6.7339 0.1650 -0.6260 0.0001 0.0017 0.0051
H 5.5689 2.3135 -0.0791 0.0027 -0.0019 -0.0076
H 3.0831 2.3685 -0.1984 -0.0334 0.0600 0.0604
C -2.8502 -0.0588 -3.8201 -0.0313 -0.0006 -0.0332
Ge -4.3406 -0.3509 -2.5937 0.0301 0.0239 0.0450
C -4.0621 -2.0182 -1.6123 0.0110 -0.0302 -0.0394
C -6.0029 -0.4974 -3.6309 -0.0411 0.0222 0.0025
C -4.4586 1.1533 -1.3452 0.0297 0.0036 0.0134
Se -2.9305 1.2565 -0.1158 -0.0134 -0.0243 0.0805
C -1.8139 2.4856 -1.1126 0.0346 -0.0136 -0.0101
H -2.7546 -0.8935 -4.5166 0.0062 -0.0084 -0.0034
H -1.9332 0.0254 -3.2406 0.0808 0.0229 0.0144
H -2.9916 0.8565 -4.3970 0.0052 -0.0012 0.0101
H -3.8906 -2.8346 -2.3177 -0.0051 -0.0063 0.0238
H -4.9364 -2.2681 -1.0087 -0.0027 0.0128 0.0099
H -3.1947 -1.9320 -0.9566 0.0149 0.0117 0.0244
H -5.9500 -1.3376 -4.3250 -0.0002 -0.0047 -0.0052
H -6.1811 0.4117 -4.2072 -0.0037 -0.0024 -0.0029
H -6.8554 -0.6543 -2.9684 -0.0136 -0.0033 -0.0071
H -5.3435 1.0673 -0.7137 -0.0406 -0.0226 -0.0404
H -4.5364 2.1015 -1.8793 0.0055 0.0177 0.0254
H -1.5913 2.0909 -2.1012 -0.0199 -0.0319 -0.0188
H -0.8977 2.5500 -0.5293 -0.0115 0.0125 -0.0093
H -2.2864 3.4633 -1.1740 -0.0102 -0.0037 0.0056
C -1.7399 -4.4199 1.1761 -0.0760 -0.0395 -0.0578
S -0.4921 -3.1439 1.3560 0.0464 0.1083 -0.0879
C -1.0526 -2.5541 2.9479 0.0651 0.0829 0.0308
O -0.9271 -2.1048 0.3461 -0.0138 -0.1434 0.0411
H -1.5623 -5.2012 1.9145 -0.0108 -0.0177 0.0065
H -1.6303 -4.8266 0.1722 -0.0232 -0.0295 0.0079
H -2.7310 -3.9835 1.2944 -0.0183 -0.0089 -0.0141
H -0.9804 -3.3663 3.6707 0.0027 -0.0126 -0.0044
H -2.0785 -2.2030 2.8396 -0.0129 -0.0054 -0.0031
H -0.3838 -1.7432 3.2220 -0.0438 -0.0273 0.0214
```
Positions in Å, forces in eV/Å.

Here are the Mulliken charges for atoms 1 to 6, given in e:
1. Li 1.237
2. O -0.830
3. C -0.216
4. O -0.484
5. C 0.420
6. C -0.431


Entry 2:
Density functional theory data (wB97M-V/def2-TZVPD) for one molecule with the formula Cl4H4Si3.

Calculated values
- ΔE to the lowest compared entry with this formula, charge and spin (kJ/mol) = 162.68
- energy (eV) = -73790.4102
- highest occupied orbital energy (eV) = -8.429
- molecular weight (g/mol) = 230.1
- gap between HOMO and LUMO (eV) = 7.887

The geometry in XYZ format:
```
11
Properties=species:S:1:pos:R:3:forces:R:3
Si -1.9725 -1.0276 -0.1698 -0.6546 -2.0539 0.6535
Si 1.3885 1.3926 -0.1121 -1.1907 2.5780 -1.7368
Si 1.5834 -0.5942 0.9586 0.5177 -0.8646 1.3210
Cl 3.3380 1.9756 -0.1034 0.9198 -0.0206 0.1464
Cl -0.8677 -0.9642 1.6386 -0.4445 0.2690 0.1488
Cl 1.5488 -1.9161 -0.6265 -0.0203 -0.5573 -0.6868
Cl 0.4236 2.6065 1.3090 0.0005 -0.2075 -0.1942
H -3.3906 -0.5291 -0.0310 0.8892 0.2395 -0.0392
H -0.9486 -0.4504 -0.9926 -0.0890 0.5628 -0.7937
H -2.0972 -2.5474 -0.3670 0.1007 1.1224 -0.1075
H 0.9944 2.0545 -1.5039 -0.0287 -1.0679 1.2885
```
Positions in Å, forces in eV/Å.

Here are the Mulliken charges for atoms 1 to 6, given in e:
1. Si 0.600
2. Si 0.524
3. Si 0.144
4. Cl -0.244
5. Cl -0.134
6. Cl -0.243